1.
# C7H14O2

A single C7H14O2 molecule (wB97M-V/def2-TZVPD, the Open Molecules 2025 dataset).

```
! wB97M-V def2-TZVPD RIJCOSX def2/J DEFGRID3
* xyz 0 1
C -0.16255 1.85535 0.93530
C -1.53955 -1.44834 -0.50219
C -0.95563 0.74460 -1.71968
C -0.14740 0.37156 0.64185
C -0.78375 -0.16035 -0.55126
O -0.46419 -0.40652 1.78437
H 0.16653 -0.18743 2.47898
H -1.16702 2.18154 1.21238
H 0.20499 2.42914 0.08950
H 0.51034 2.06145 1.77165
H -2.56390 -1.21844 -0.18139
H -1.12837 -2.13793 0.23004
H -1.58995 -1.91788 -1.48458
H -0.00212 1.24660 -1.93400
H -1.30119 0.20509 -2.60076
H -1.67861 1.52930 -1.47477
C 2.02048 -1.12031 0.65594
C 1.28082 -0.06581 -0.18423
O 1.90614 0.89107 -0.72417
H 0.73375 -0.78552 -1.00230
H 2.43367 -0.62806 1.53966
H 2.84800 -1.49585 0.05611
H 1.37953 -1.94324 0.96355
*
```

Results
- E_tot (Eh) = -425.48677
- LUMO energy (alpha / beta) (eV) = 0.4 / 0.4
- E_HOMO (alpha / beta) (eV) = -7.901 / -7.900
- orbital gap (alpha / beta) (Eh) = 0.3035 / 0.3034

=====

2.
# C7H14O2

A molecular structure, C7H14O2 at a distorted geometry (wB97M-V/def2-TZVPD, the Open Molecules 2025 dataset).

```
! wB97M-V def2-TZVPD RIJCOSX def2/J DEFGRID3
* xyz 0 1
C 0.37601 1.89740 -0.23111
C -0.81562 1.11605 -0.75712
C -0.16208 -1.47089 -1.33524
C 1.03027 1.29684 1.00709
C 1.19038 -1.91904 -0.80306
C -1.32179 -0.76123 0.55879
C -1.50643 -1.33602 1.72762
O -1.62025 0.45621 0.13882
O 0.02210 3.27211 -0.00476
H -0.63610 3.29796 0.70089
H 1.10443 1.95331 -1.04514
H -1.43603 1.69783 -1.43533
H -0.32376 -0.12125 -1.25097
H -0.10613 -1.28850 -2.41488
H -0.90023 -2.26286 -1.26733
H 0.32851 1.28500 1.84278
H 1.89510 1.89866 1.28373
H 1.34577 0.26912 0.83887
H -1.27813 -2.38524 1.85165
H -1.81284 -0.77928 2.60877
H 1.55140 -2.78855 -1.36055
H 1.94246 -1.13390 -0.90354
H 1.13295 -2.19373 0.25002
*
```

Results
- E_tot (Eh) = -425.38495
- LUMO energy (eV) = 0.2
- E_HOMO (eV) = -8.266
- orbital gap (Eh) = 0.3107

=====

3.
# C7H14O2S

2 unconnected molecules or ions with the total composition C7H14O2S at a distorted geometry (wB97M-V/def2-TZVPD, the Open Molecules 2025 dataset).

```
! wB97M-V def2-TZVPD RIJCOSX def2/J DEFGRID3
* xyz 0 1
C 0.38955 0.18617 -1.21435
C -1.65750 1.16642 -2.04791
C -1.59522 -1.21491 -0.87112
C 0.47553 0.05581 2.00442
C 2.75715 -0.37799 1.01061
C -1.04328 0.18128 -0.95968
C 1.37733 -0.78573 1.21079
O 2.39590 -1.09560 -2.19945
O 0.20715 -1.07194 -3.44967
S 0.97447 -1.00687 -2.20257
H -2.60783 1.47454 -1.87497
H -0.95818 2.02690 -2.23325
H -1.61914 0.61612 -2.96758
H -0.95766 -1.82393 -0.22986
H -1.80055 -1.83503 -1.72963
H -2.66723 -0.98994 -0.49711
H 0.89504 1.16427 2.03661
H -0.52941 0.06544 1.41018
H 0.18001 -0.23782 3.00950
H 2.96146 0.01636 1.97353
H 2.80266 0.38764 0.23857
H 3.51533 -1.11484 0.86092
H -1.31538 0.80204 -0.15407
H 0.99647 -1.81567 1.03394
*
```

Results
- E_tot (Eh) = -823.51329
- LUMO energy (alpha / beta) (eV) = -1.0 / -1.5
- E_HOMO (alpha / beta) (eV) = -8.515 / -7.890
- orbital gap (alpha / beta) (Eh) = 0.2748 / 0.2366

=====

Calculated relative energy (zero: lowest compared OMol25 entry of this formula, charge and spin) (kcal/mol), listed in the same order as above: 74.3 138.2 193.9